Below is a gas-phase ion, C7H17N4O3S (charge +1) at a distorted geometry, with properties calculated with ωB97M-V with the def2-TZVPD basis set.

Structure (ORCA input):
```
! wB97M-V def2-TZVPD RIJCOSX def2/J DEFGRID3
* xyz 1 1
C 3.0090 -1.3320 1.1604
N 2.5492 -0.2427 0.3292
C 2.4882 1.0368 0.7522
S 1.5962 -0.5528 -0.9300
O 1.4325 -1.8952 -1.3093
O 1.7282 0.4259 -1.9404
N -0.3479 -0.1081 -0.5074
C -0.4270 1.6277 -0.3712
N -0.3880 2.2921 -1.5031
O -0.4660 2.0134 0.7370
C -1.3282 -0.5566 -1.6482
C -2.6124 0.0730 -1.2337
N -3.0718 -0.7850 -0.1564
C -2.2862 -0.5911 1.0306
C -0.7474 -0.8902 0.6936
H 2.8596 -2.2512 0.5709
H 4.1394 -1.1870 1.3437
H 2.3959 -1.5040 2.0185
H 2.2374 1.7921 -0.0288
H 1.6621 1.2723 1.5377
H 3.5248 1.1982 1.2684
H -0.4283 1.8568 -2.4130
H -0.1274 3.2323 -1.4297
H -1.4123 -1.6274 -1.6810
H -0.7251 -0.1535 -2.5699
H -2.3310 1.0947 -1.0427
H -3.2983 -0.0126 -2.1868
H -4.0230 -0.8657 -0.0338
H -2.6412 -1.1289 1.9742
H -2.2958 0.4517 1.4204
H -0.0958 -0.6967 1.5355
H -0.7177 -2.0214 0.6115
*
```

Calculated values
Molar mass, u: 237.305
LUMO energy, hartree: -0.122
HOMO energy, eV: -12.6273
Max |F|, eV Å⁻¹: 6.71
Calculated total energy, eV: -30463.0600
Frontier orbital gap, eV: 9.32

Löwdin population analysis, charges in e, atoms 1 to 8:
1. C -0.037
2. N -0.361
3. C -0.142
4. S 0.725
5. O -0.206
6. O -0.243
7. N -0.114
8. C -0.484